Run a
Here is 2 unconnected molecules or ions with the total composition C4H12 from the OMol25 dataset. Energies are from the ωB97M-V functional and the def2-TZVPD basis.

```
! wB97M-V def2-TZVPD RIJCOSX def2/J DEFGRID3
* xyz -1 2
C -0.627 1.388 -1.954
C -0.630 2.264 -0.711
H -0.579 0.328 -1.701
H -1.505 1.571 -2.578
H 0.249 1.581 -2.576
H -1.513 2.064 -0.101
H -0.613 3.337 -0.919
H 0.265 2.077 -0.117
C 1.266 -1.539 1.608
C -0.044 -2.124 1.075
H 1.493 -1.906 2.612
H 2.085 -1.773 0.926
H 1.222 -0.449 1.680
H 0.054 -3.206 0.947
H -0.254 -1.748 0.071
H -0.870 -1.866 1.738
*
```

The calculation puts the LUMO energy (spin up / spin down) at 4.46 / 4.57 eV. The HOMO-LUMO gap (spin up / spin down) comes out at 2.9 / 12.5 eV. The expectation value of S² is 0.750.

Results of the natural (NBO) charge analysis, in e, for atoms 1 through 4: C -0.80; C -0.81; H 0.20; H 0.18

Run b
Here is 2 unconnected molecules or ions with the total composition C4H12 from the OMol25 dataset. Energies are from the ωB97M-V functional and the def2-TZVPD basis.

```
! wB97M-V def2-TZVPD RIJCOSX def2/J DEFGRID3
* xyz -1 2
C -2.709 -0.125 1.359
C -1.480 0.746 1.080
H -3.548 0.224 0.769
H -2.501 -1.183 1.217
H -2.932 -0.087 2.435
H -0.536 0.253 1.297
H -1.449 1.579 1.789
H -1.434 1.122 0.058
C 2.254 -0.615 -1.926
C 1.907 -0.064 -0.568
H 3.200 -1.144 -1.953
H 1.417 -1.147 -2.399
H 2.370 0.186 -2.667
H 1.167 0.743 -0.539
H 2.757 0.363 -0.029
H 1.517 -0.850 0.076
*
```

The calculation puts the LUMO energy (spin up / spin down) at 4.30 / 4.47 eV. The HOMO-LUMO gap (spin up / spin down) comes out at 2.7 / 12.2 eV. The expectation value of S² is 0.750.

Results of the natural (NBO) charge analysis, in e, for atoms 1 through 4: C -0.73; C -0.88; H 0.19; H 0.20

Run c
Here is 2 unconnected molecules or ions with the total composition C4H12 from the OMol25 dataset. Energies are from the ωB97M-V functional and the def2-TZVPD basis.

```
! wB97M-V def2-TZVPD RIJCOSX def2/J DEFGRID3
* xyz -1 2
C -1.415 -1.595 0.527
C -1.521 -1.531 2.047
H -2.396 -1.865 0.127
H -0.591 -2.207 0.164
H -1.199 -0.622 0.095
H -2.420 -0.958 2.263
H -0.632 -1.078 2.485
H -1.633 -2.535 2.468
C 1.810 1.012 -0.807
C 1.141 2.070 -1.708
H 2.513 0.384 -1.360
H 1.014 0.434 -0.371
H 2.371 1.525 -0.020
H 1.870 2.627 -2.310
H 0.537 2.728 -1.094
H 0.553 1.614 -2.506
*
```

The calculation puts the LUMO energy (spin up / spin down) at 4.31 / 4.47 eV. The HOMO-LUMO gap (spin up / spin down) comes out at 2.8 / 12.3 eV. The expectation value of S² is 0.750.

Results of the natural (NBO) charge analysis, in e, for atoms 1 through 4: C -0.97; C -0.72; H 0.18; H 0.19

Quick one: most stable of them? run a

Run a
Here is 2 unconnected molecules or ions with the total composition C4H12 from the OMol25 dataset. Energies are from the ωB97M-V functional and the def2-TZVPD basis.

```
! wB97M-V def2-TZVPD RIJCOSX def2/J DEFGRID3
* xyz -1 2
C 0.337 -1.439 1.413
C 1.361 -0.503 2.174
H -0.399 -0.802 0.960
H 0.896 -2.073 0.719
H 0.095 -2.124 2.226
H 1.589 -0.956 3.147
H 2.244 -0.261 1.593
H 0.860 0.433 2.448
C -1.153 1.553 -2.180
C -0.641 0.250 -1.547
H -1.708 2.185 -1.465
H -0.380 2.333 -2.199
H -1.602 1.494 -3.159
H 0.445 0.184 -1.627
H -1.053 -0.637 -2.014
H -0.891 0.364 -0.490
*
```

The calculation puts the LUMO energy (spin up / spin down) at 4.23 / 4.34 eV. The HOMO-LUMO gap (spin up / spin down) comes out at 2.7 / 11.4 eV. The expectation value of S² is 0.750.

Results of the natural (NBO) charge analysis, in e, for atoms 1 through 4: C -0.70; C -0.76; H 0.22; H 0.19

Run b
Here is 2 unconnected molecules or ions with the total composition C4H12 from the OMol25 dataset. Energies are from the ωB97M-V functional and the def2-TZVPD basis.

```
! wB97M-V def2-TZVPD RIJCOSX def2/J DEFGRID3
* xyz -1 2
C 1.220 1.576 0.901
C 1.900 1.868 -0.439
H 0.987 0.512 0.969
H 1.769 1.885 1.804
H 0.311 2.175 1.067
H 1.377 2.682 -0.961
H 1.681 1.072 -1.151
H 2.951 2.147 -0.357
C -1.536 -1.928 0.494
C -1.513 -1.578 -0.996
H -1.882 -2.961 0.640
H -0.619 -1.711 1.041
H -2.298 -1.342 1.019
H -2.455 -1.833 -1.468
H -1.253 -0.516 -1.099
H -0.643 -2.047 -1.463
*
```

The calculation puts the LUMO energy (spin up / spin down) at 4.42 / 4.55 eV. The HOMO-LUMO gap (spin up / spin down) comes out at 2.9 / 12.3 eV. The expectation value of S² is 0.750.

Results of the natural (NBO) charge analysis, in e, for atoms 1 through 4: C -0.86; C -0.79; H 0.20; H 0.18

Quick one: most stable of them? run b

Run a
Here is 2 unconnected molecules or ions with the total composition H4N2O2P from the OMol25 dataset. Energies are from the ωB97M-V functional and the def2-TZVPD basis.

```
! wB97M-V def2-TZVPD RIJCOSX def2/J DEFGRID3
* xyz -1 1
N -1.857 0.344 0.833
N -1.147 -0.584 0.118
O 0.641 -1.480 -1.353
O 2.082 0.943 0.129
P -0.049 -0.133 -1.155
H -2.011 1.130 0.301
H 2.258 0.004 0.233
H -1.117 -1.521 0.516
H 1.199 1.297 0.377
*
```

The calculation puts the LUMO energy (spin up / spin down) at 4.54 / 4.55 eV. The HOMO-LUMO gap (spin up / spin down) comes out at 5.7 / 6.8 eV.

Results of the natural (NBO) charge analysis, in e, for atoms 1 through 4: N -0.76; N -0.68; O -1.18; O -0.99

Run b
Here is 2 unconnected molecules or ions with the total composition H4N2O2P from the OMol25 dataset. Energies are from the ωB97M-V functional and the def2-TZVPD basis.

```
! wB97M-V def2-TZVPD RIJCOSX def2/J DEFGRID3
* xyz -1 1
N -3.176 -0.343 -0.376
N -1.845 -0.127 -0.409
O 0.488 0.571 0.262
O 2.838 -0.791 -0.409
P -0.738 -0.083 0.812
H -3.361 -0.360 0.622
H 1.920 -0.520 -0.855
H -1.463 0.109 -1.407
H 2.565 -1.260 0.429
*
```

The calculation puts the LUMO energy (spin up / spin down) at 4.44 / 4.43 eV. The HOMO-LUMO gap (spin up / spin down) comes out at 6.0 / 6.6 eV.

Results of the natural (NBO) charge analysis, in e, for atoms 1 through 4: N -0.74; N -0.70; O -1.19; O -0.99

Run c
Here is 2 unconnected molecules or ions with the total composition H4N2O2P from the OMol25 dataset. Energies are from the ωB97M-V functional and the def2-TZVPD basis.

```
! wB97M-V def2-TZVPD RIJCOSX def2/J DEFGRID3
* xyz -1 1
N 0.490 1.814 -0.005
N -0.347 0.129 -1.033
O 0.901 -0.936 1.075
O -0.525 -2.365 -0.527
P -0.282 -1.070 0.178
H -0.348 1.934 0.563
H 1.098 1.194 0.531
H 0.459 -0.032 -1.634
H -1.446 -0.667 0.853
*
```

The calculation puts the LUMO energy (spin up / spin down) at 3.74 / 3.75 eV. The HOMO-LUMO gap (spin up / spin down) comes out at 8.7 / 8.6 eV.

Results of the natural (NBO) charge analysis, in e, for atoms 1 through 4: N -0.71; N -0.82; O -1.19; O -1.15

Quick one: most stable of them? run c